The ion C5H11N2O with charge -1 at a distorted geometry, computed with ωB97M-V/def2-TZVPD.

## Properties
**Kohn-Sham gap**: 6.18 eV
**Net charge**: -1
**LUMO level**: 0.147 hartree

Atoms and positions in Å:
C  1.464  0.544  0.945
O  1.236  1.742  0.232
C  0.341  -0.559  0.932
C  -0.956  -0.159  0.213
C  -0.889  -0.241  -1.290
C  -0.961  -1.406  -1.980
N  -0.688  0.998  -1.800
N  -0.004  -0.831  2.322
H  1.570  0.938  1.960
H  2.397  0.083  0.600
H  0.729  -1.373  0.358
H  -1.697  -0.865  0.577
H  -1.310  0.842  0.498
H  -0.965  -1.438  -3.087
H  -1.088  -2.398  -1.539
H  0.676  1.616  -0.627
H  -0.285  0.916  -2.774
H  -0.494  -1.644  2.423
H  0.777  -0.754  2.983

The net atomic charges from natural (NBO), expressed in e, are:
1. C -0.05
2. O -0.80
3. C -0.07
4. C -0.44
5. C 0.20
6. C -0.73
7. N -0.97
8. N -0.85
9. H 0.15
10. H 0.14
11. H 0.17
12. H 0.18
13. H 0.23
14. H 0.17
15. H 0.16
16. H 0.52
17. H 0.30
18. H 0.35
19. H 0.35

An isolated molecule of C4H7ClO at a distorted geometry, computed with ωB97M-V/def2-TZVPD.

## Properties
**Kohn-Sham gap**: 10.86 eV
**LUMO level**: 0.030 hartree
**Structure (SMILES)**: O=CCCCCl

Atoms and positions in Å:
C  1.270  -0.444  0.443
C  0.526  0.794  -0.153
C  -0.898  0.648  0.191
C  -1.527  -0.563  -0.441
H  1.164  -0.654  1.532
H  0.733  -1.339  0.001
H  0.530  0.759  -1.258
H  1.046  1.622  0.243
H  -1.077  0.539  1.239
H  -1.575  1.410  -0.168
H  -1.580  -0.537  -1.548
O  -1.567  -1.622  0.090
Cl  2.956  -0.613  -0.173

The net atomic charges from natural (NBO), expressed in e, are:
1. C -0.38
2. C -0.41
3. C -0.51
4. C 0.45
5. H 0.23
6. H 0.22
7. H 0.21
8. H 0.23
9. H 0.22
10. H 0.22
11. H 0.10
12. O -0.51
13. Cl -0.07

An isolated molecule of C5H10O at a distorted geometry, computed with ωB97M-V/def2-TZVPD.

## Properties
**Kohn-Sham gap**: 10.68 eV
**LUMO level**: 0.037 hartree
**Structure (SMILES)**: CC[C@@]1(C)CO1

Atoms and positions in Å:
C  1.768  0.166  0.502
C  0.943  0.305  -0.783
C  -0.515  0.111  -0.454
C  -0.923  -1.259  0.082
C  -1.410  1.032  0.232
O  -1.588  0.506  -1.245
H  1.645  -0.827  0.948
H  1.453  0.905  1.249
H  2.835  0.312  0.313
H  1.239  -0.464  -1.507
H  1.118  1.279  -1.249
H  -0.623  -2.023  -0.632
H  -0.518  -1.437  1.078
H  -2.021  -1.274  0.146
H  -1.689  2.057  0.099
H  -1.745  0.613  1.204

The net atomic charges from natural (NBO), expressed in e, are:
1. C -0.60
2. C -0.42
3. C 0.21
4. C -0.63
5. C -0.16
6. O -0.49
7. H 0.21
8. H 0.21
9. H 0.22
10. H 0.21
11. H 0.22
12. H 0.22
13. H 0.20
14. H 0.23
15. H 0.21
16. H 0.18

A structure of composition C16H26B2N6O2Pt at a distorted geometry, computed with ωB97M-V/def2-TZVPD.

## Properties
**Kohn-Sham gap (spin up / spin down)**: 6.30 / 3.93 eV
**Net charge**: +2
**LUMO level (spin up / spin down)**: -0.327 / -0.414 hartree
**2S+1**: 3

Atoms and positions in Å:
C  -0.854  2.645  -1.453
N  -0.435  1.405  -1.786
N  -0.222  1.384  -3.162
C  -0.640  2.560  -3.675
C  -1.012  3.383  -2.627
B  0.039  0.071  -3.978
N  1.092  -0.829  -3.289
N  1.076  -1.035  -1.926
C  1.975  -1.985  -1.626
C  2.510  -2.461  -2.808
C  1.928  -1.733  -3.836
Pt  -0.216  -0.256  -0.605
N  -1.267  -0.704  -3.614
N  -1.526  -1.003  -2.289
C  -2.594  -1.824  -2.272
C  -3.072  -1.982  -3.598
C  -2.208  -1.256  -4.410
H  -2.950  -2.263  -1.352
H  -2.173  -1.074  -5.480
H  -3.919  -2.552  -3.929
H  0.202  0.270  -5.151
H  2.010  -1.767  -4.907
H  -0.606  2.704  -4.744
H  3.225  -3.253  -2.914
H  -1.338  4.398  -2.712
H  2.173  -2.221  -0.589
H  -1.035  2.921  -0.424
H  -0.824  -3.188  0.960
C  -1.194  -4.154  1.333
H  -0.876  -4.914  0.621
H  -0.694  -4.312  2.280
H  -2.278  -4.167  1.477
C  -1.106  1.727  3.262
C  0.365  1.796  2.857
C  0.923  3.159  3.239
O  0.482  1.705  1.441
B  0.489  0.323  1.145
O  1.019  -0.388  2.259
C  1.132  0.513  3.368
C  2.573  0.859  3.693
C  0.644  -0.143  4.659
H  -1.523  0.731  3.045
H  -1.647  2.513  2.721
H  -1.230  1.932  4.337
H  0.390  3.932  2.670
H  0.750  3.375  4.298
H  1.997  3.252  3.032
H  2.600  1.502  4.588
H  3.113  -0.054  3.955
H  3.072  1.383  2.874
H  -0.368  -0.552  4.619
H  1.346  -0.943  4.928
H  0.681  0.570  5.496

The net atomic charges from natural (NBO), expressed in e, are:
1. C 0.04
2. N -0.34
3. N -0.33
4. C 0.05
5. C -0.30
6. B 0.53
7. N -0.33
8. N -0.34
9. C 0.03
10. C -0.30
11. C 0.05
12. Pt 1.04
13. N -0.18
14. N -0.32
15. C 0.05
16. C -0.01
17. C 0.04
18. H 0.27
19. H 0.28
20. H 0.28
21. H 0.03
22. H 0.26
23. H 0.26
24. H 0.27
25. H 0.27
26. H 0.26
27. H 0.26
28. H 0.16
29. C -0.84
30. H 0.22
31. H 0.24
32. H 0.23
33. C -0.64
34. C 0.23
35. C -0.63
36. O -0.70
37. B 0.89
38. O -0.70
39. C 0.25
40. C -0.64
41. C -0.64
42. H 0.20
43. H 0.22
44. H 0.25
45. H 0.23
46. H 0.23
47. H 0.23
48. H 0.24
49. H 0.23
50. H 0.22
51. H 0.22
52. H 0.24
53. H 0.24

Calculated energy above the lowest of the compared OMol25 structures with the same formula, charge and spin in order - 0.2555; 1.0901; 2.4750; 0.7728 eV